# 1
Entry from the OMol25 dataset: a cluster of 2 separate species, C18H27B2F7N3O12S2 in total (wB97M-V/def2-TZVPD).

Atoms and positions in Å:
C (5.29843, 2.78348, -0.23791)
C (3.88182, 3.15527, 0.44217)
S (3.28023, 1.61810, 1.32341)
C (2.24376, 0.63032, 0.08952)
C (1.06749, -0.19942, 0.78938)
C (1.72458, -1.13697, 1.91439)
C (3.08503, -1.85104, 1.50987)
O (4.23638, -1.45620, 1.82609)
O (3.04973, -3.08435, 0.77035)
N (0.42542, 0.86510, 1.66957)
C (-0.73925, 0.14881, 2.23523)
O (-1.09316, 0.28002, 3.41421)
C (-1.40656, -0.75499, 1.04009)
B (-1.78430, -2.23673, 1.69113)
N (-2.51395, -3.26995, 0.85380)
O (-1.41505, -2.63118, 3.01806)
S (-3.10388, -0.13561, 0.66793)
O (-3.79307, -0.84930, -0.48098)
O (-3.94069, -0.51821, 1.88803)
C (-3.28718, 1.70400, 0.49957)
F (-2.09538, 2.45178, 0.66420)
F (-3.70687, 1.94867, -0.85047)
C (-4.37358, 2.38429, 1.47376)
F (-4.02758, 2.24758, 2.85079)
F (-4.24732, 3.78480, 1.22571)
C (-5.89895, 2.02095, 1.15914)
F (-6.51288, 3.13419, 0.52205)
F (-6.60324, 1.88040, 2.38853)
F (-6.10124, 0.92601, 0.32113)
C (-0.21653, -0.68472, -0.04423)
C (0.16238, -2.12752, -0.65879)
C (1.19899, -2.09019, -1.87483)
O (1.98318, -3.33488, -1.99037)
C (3.04220, -3.17035, -2.90793)
O (2.90069, -2.46833, -3.94868)
C (4.49424, -3.83472, -2.71619)
C (4.44895, -5.38268, -2.30759)
B (-0.70127, 0.13003, -1.37170)
N (-0.47605, 1.56850, -1.67604)
O (-1.48653, -0.58600, -2.36563)
H (5.51862, 1.68130, -0.04652)
H (5.18950, 2.89512, -1.37365)
H (6.10166, 3.48771, 0.16918)
H (3.11529, 3.55500, -0.32201)
H (3.99359, 3.99233, 1.22327)
H (1.88678, 1.42348, -0.66307)
H (2.98641, -0.01925, -0.51086)
H (1.97856, -0.44488, 2.80028)
H (1.04307, -1.94362, 2.34278)
H (3.82819, -3.07506, 0.16960)
H (0.25405, 1.77244, 1.22300)
H (-3.19602, -3.76839, 1.43901)
H (-1.83247, -3.92641, 0.43568)
H (-2.10400, -3.23927, 3.37399)
H (0.60545, -2.86124, 0.11576)
H (-0.78093, -2.66302, -1.05311)
H (1.87179, -1.17487, -1.92019)
H (0.56872, -2.06292, -2.84092)
H (5.10159, -3.28737, -1.92028)
H (5.08033, -3.77404, -3.70331)
H (3.90779, -5.57825, -1.31982)
H (5.54473, -5.69817, -2.12190)
H (4.08933, -6.07153, -3.15675)
H (-0.12093, 2.10611, -0.87670)
H (-1.39768, 2.00650, -1.88440)
H (-1.96499, 0.05918, -2.93113)
C (-5.47993, 7.25307, -0.10044)
O (-4.48847, 6.47598, 0.00949)
O (-6.59296, 6.73024, 0.49672)
O (-5.58829, 8.36740, -0.64421)
H (-6.11775, 5.92347, 0.77375)

Computed properties:
Molar mass   696.2 u
HOMO level   -4.117 eV
E_LUMO   0.82 eV
Charge   -1
Orbital gap   4.9 eV



# 2
Entry from the OMol25 dataset: a cluster of 2 separate species, C18H27Br2FN3S in total (wB97M-V/def2-TZVPD).

Atoms and positions in Å:
C (4.35606, 0.91905, 3.83597)
C (3.37746, -0.39224, 3.94024)
Br (2.33530, -0.18528, 5.66064)
C (2.44098, -0.66919, 2.62324)
Br (2.22508, -2.69466, 2.51689)
C (0.99612, 0.09418, 2.90195)
C (-0.37765, -0.69759, 3.40770)
C (-1.77723, 0.12481, 3.71598)
N (-3.06822, -0.49872, 4.19862)
S (-4.17118, 0.84751, 4.37348)
N (-3.29815, 2.32803, 3.92996)
C (-1.94777, 1.74996, 3.56770)
C (-0.59439, 2.54378, 3.02932)
C (0.82929, 1.74263, 2.71992)
F (1.96107, 2.62387, 2.25263)
H (5.07282, 0.87297, 4.78946)
H (5.09410, 0.90358, 2.90526)
H (3.77414, 1.95449, 3.93246)
H (4.08309, -1.34345, 4.05703)
H (2.93083, -0.36159, 1.60258)
H (-0.40304, -1.86643, 3.57716)
H (-0.70344, 3.71649, 2.90476)
C (-2.76082, 0.58511, -4.63601)
C (-1.85564, -0.64114, -4.58397)
C (-1.98916, -1.47956, -3.30832)
C (-1.92565, -0.77636, -1.95437)
N (-0.57478, -0.23465, -1.44432)
C (0.40837, -1.34768, -1.06787)
C (1.23492, -1.57660, -2.31198)
C (1.33905, -0.21930, -2.97494)
C (0.21604, 0.64504, -2.41354)
C (-0.90464, 0.59050, -0.18916)
H (-2.63241, 1.24028, -3.76772)
H (-2.52873, 1.18150, -5.52371)
H (-3.81338, 0.29106, -4.68821)
H (-0.82280, -0.33560, -4.74103)
H (-2.10022, -1.27535, -5.44287)
H (-1.28710, -2.31926, -3.35203)
H (-2.98050, -1.95466, -3.35997)
H (-2.25820, -1.49042, -1.18743)
H (-2.63807, 0.05583, -1.92811)
H (1.04682, -0.96751, -0.26063)
H (-0.13883, -2.22788, -0.71916)
H (0.75417, -2.29517, -2.98094)
H (2.21960, -1.98944, -2.07315)
H (1.28691, -0.30484, -4.06402)
H (2.30703, 0.24367, -2.74926)
H (-0.45128, 1.08236, -3.15297)
H (0.65577, 1.47188, -1.84271)
H (-1.41194, -0.06173, 0.52718)
H (-1.55433, 1.41930, -0.49021)
H (0.02454, 0.97843, 0.23845)

Computed properties:
Molar mass   496.3 u
HOMO level   -11.211 eV
E_LUMO   -4.27 eV
Charge   +1
Orbital gap   6.9 eV



# 3
Entry from the OMol25 dataset: a structure of composition C18H27BrNO6PtSSeSi (wB97M-V/def2-TZVPD).

Atoms and positions in Å:
Pt (0.21578, 0.94651, -0.00969)
O (-1.37532, -2.74931, 0.67009)
C (-1.10564, -1.73020, 0.07392)
O (-0.00448, -1.05585, 0.34015)
C (-2.11205, -1.14966, -0.90988)
C (-2.87072, -0.00701, -0.20660)
C (-4.17940, 0.29367, -0.93145)
C (-3.67401, 1.01436, -2.20712)
C (-2.16342, 0.99016, -2.00161)
O (-2.06007, 1.15448, -0.55188)
C (-1.60786, -0.42389, -2.19880)
C (-0.09980, -0.45453, -2.41291)
O (0.43374, -1.33554, -3.03474)
O (0.59390, 0.58079, -1.92423)
H (-2.78164, -1.97027, -1.15302)
H (-2.93508, -0.08947, 0.87525)
H (-4.81153, 0.94468, -0.33132)
H (-4.73168, -0.62014, -1.14130)
H (-4.03381, 2.04027, -2.24827)
H (-3.96267, 0.51366, -3.12921)
H (-1.60142, 1.77973, -2.49016)
H (-2.04076, -0.90293, -3.07506)
Br (2.86990, 2.19835, 2.24798)
C (3.36422, 0.91644, 0.95320)
C (4.70442, 0.60834, 0.82898)
C (5.05767, -0.39233, -0.06166)
C (4.06324, -1.05194, -0.76056)
C (2.74889, -0.66944, -0.57915)
N (2.40082, 0.32260, 0.25837)
H (5.43783, 1.12940, 1.42572)
H (6.09782, -0.66066, -0.18910)
H (4.28739, -1.85296, -1.44944)
H (1.95428, -1.16026, -1.11330)
C (-1.06495, -0.92367, 3.37093)
S (0.26364, 0.20656, 3.01012)
C (0.17305, 1.19559, 4.48929)
O (-0.30201, 1.21815, 1.96900)
H (-0.80236, -1.44169, 4.29411)
H (-1.13183, -1.64816, 2.56019)
H (-1.98694, -0.35733, 3.49738)
H (0.42026, 0.55898, 5.33791)
H (-0.83336, 1.59957, 4.58262)
H (0.90269, 1.99528, 4.40053)
C (3.45762, 4.16735, -0.83970)
Si (1.81667, 4.94824, -0.45068)
C (1.24222, 6.05541, -1.82737)
C (1.64863, 5.81166, 1.18654)
Se (0.12360, 3.29342, -0.62638)
H (4.15750, 4.95184, -1.13999)
H (3.36360, 3.47215, -1.67578)
H (3.88748, 3.63929, 0.00863)
H (1.90571, 6.92206, -1.89251)
H (0.22965, 6.42286, -1.65531)
H (1.26429, 5.54395, -2.79044)
H (2.22977, 6.73749, 1.14886)
H (2.00715, 5.22522, 2.02648)
H (0.60820, 6.08595, 1.36758)

Computed properties:
Energy above the lowest of the compared OMol25 structures with the same formula, charge and spin   0.610 eV
Molar mass   767.5 u
HOMO level (spin up / spin down)   -10.966 / -10.967 eV
E_LUMO (spin up / spin down)   -5.49 / -5.49 eV
Charge   +1
Orbital gap (spin up / spin down)   5.5 / 5.5 eV



# 4
Entry from the OMol25 dataset: a structure of composition C18H27Cl2CuGeN3O4 (wB97M-V/def2-TZVPD).

Atoms and positions in Å:
Cu (0.49112, -0.09005, 0.23690)
Cl (7.18910, -2.02112, 2.28428)
C (5.49215, -1.72980, 2.04211)
C (4.60977, -1.88113, 3.12570)
C (3.27242, -1.65705, 2.96629)
Cl (2.20523, -1.87084, 4.31319)
C (2.70581, -1.25210, 1.71611)
O (1.44482, -1.05690, 1.62025)
C (3.63125, -1.12899, 0.64307)
C (3.19821, -0.77912, -0.67044)
O (2.04856, -0.51312, -1.04219)
C (5.01157, -1.36725, 0.82329)
H (4.99254, -2.17837, 4.09284)
H (3.98717, -0.76188, -1.43682)
H (5.68138, -1.26301, -0.02224)
C (-1.41044, -2.90049, 1.66587)
Ge (-2.21751, -1.27389, 2.39538)
C (-3.53880, -0.60072, 1.12859)
C (-3.07980, -1.69095, 4.10678)
C (-0.89762, 0.13131, 2.86796)
H (-2.19738, -3.63267, 1.47428)
H (-0.69201, -3.32327, 2.36980)
H (-0.88853, -2.70023, 0.72787)
H (-4.31985, -1.34925, 0.96520)
H (-3.06200, -0.35917, 0.17732)
H (-3.98260, 0.31422, 1.51699)
H (-3.76510, -2.53449, 4.00608)
H (-3.64535, -0.82558, 4.45586)
H (-2.33348, -1.94370, 4.86290)
H (-0.02939, -0.29079, 3.36903)
H (-1.40719, 0.82923, 3.53417)
C (-0.28875, 4.06380, -2.85705)
C (-0.70538, 3.90778, -1.41041)
N (-0.63581, 2.51376, -1.01039)
C (-0.68993, 1.48124, -1.86123)
N (-0.60082, 0.25785, -1.35795)
C (-0.78270, -0.89072, -2.24098)
C (-0.27259, -0.61106, -3.63973)
C (-0.97214, 0.62928, -4.14972)
N (-0.81123, 1.71850, -3.20095)
C (-1.07827, 3.06705, -3.68000)
H (0.77725, 3.84526, -2.96164)
H (-0.46723, 5.08083, -3.20627)
H (-1.72411, 4.28863, -1.27858)
H (-0.05882, 4.48937, -0.75268)
H (-0.98556, 2.26223, -0.00930)
H (-1.84271, -1.16737, -2.28082)
H (-0.24804, -1.73954, -1.81268)
H (-0.47249, -1.45337, -4.30310)
H (0.80576, -0.44172, -3.60333)
H (-2.03556, 0.41682, -4.31388)
H (-0.55380, 0.95197, -5.10427)
H (-2.14956, 3.29604, -3.62668)
H (-0.78513, 3.10674, -4.72902)
O (-0.40102, 0.90972, 1.76305)
O (-1.51543, 1.71809, 1.31120)

Computed properties:
Energy above the lowest of the compared OMol25 structures with the same formula, charge and spin   0.000 eV
Molar mass   556.5 u
<S²>   0.75
HOMO level (spin up / spin down)   -7.740 / -7.557 eV
E_LUMO (spin up / spin down)   -0.46 / -0.82 eV
Multiplicity   2
Orbital gap (spin up / spin down)   7.3 / 6.7 eV



# 5
Entry from the OMol25 dataset: a cluster of 3 separate species, C18H27ClIN2O8S in total (wB97M-V/def2-TZVPD).

Atoms and positions in Å:
O (4.43144, 0.52903, 2.23456)
C (3.29580, 0.08783, 2.41922)
O (2.84207, -0.56873, 3.37448)
C (2.24861, 0.33929, 1.26026)
I (0.43095, 0.92814, 2.29656)
C (2.70037, 1.48535, 0.35461)
C (2.08819, 1.54431, -1.04844)
C (0.73410, 2.23413, -1.13861)
S (0.05489, 2.19963, -2.82921)
N (2.10636, -0.89937, 0.42285)
Cl (3.30531, -2.10789, 0.72568)
C (0.80791, -1.47422, 0.34375)
C (0.39472, -2.50288, 1.18743)
C (-0.88574, -3.01521, 1.08685)
C (-1.72630, -2.45790, 0.12349)
C (-1.22121, -1.43211, -0.65757)
N (0.01693, -0.94567, -0.58142)
H (3.77874, 1.46203, 0.26364)
H (2.45803, 2.41946, 0.85767)
H (2.01097, 0.56525, -1.50872)
H (2.77003, 2.12292, -1.67138)
H (0.85087, 3.28654, -0.89855)
H (-0.00716, 1.79943, -0.48465)
H (0.61853, 1.09513, -3.33466)
H (1.07362, -2.86910, 1.94043)
H (-1.22008, -3.80589, 1.73722)
H (-2.74163, -2.79228, 0.00091)
H (-1.86883, -0.98107, -1.39743)
C (-4.39071, 6.68800, -6.88574)
C (-2.97814, 6.68143, -6.34039)
O (-2.65934, 5.44885, -5.68500)
C (-2.39817, 4.42108, -6.49234)
O (-2.38058, 4.45508, -7.69703)
O (-2.14494, 3.35825, -5.73830)
C (-1.90346, 2.15435, -6.46568)
H (-5.10418, 6.45871, -6.09315)
H (-4.62952, 7.66758, -7.30069)
H (-4.51172, 5.94329, -7.67066)
H (-2.86940, 7.44495, -5.57255)
H (-2.24505, 6.88479, -7.12100)
H (-1.11054, 2.29282, -7.19705)
H (-2.81558, 1.82243, -6.96004)
H (-1.59784, 1.41489, -5.73132)
C (1.24020, -6.76221, 7.21619)
C (0.01902, -6.16960, 6.54381)
O (-0.05724, -4.75372, 6.71491)
C (0.77944, -4.04135, 5.93541)
O (1.51960, -4.51379, 5.11191)
O (0.60789, -2.76509, 6.21356)
C (1.47753, -1.84912, 5.49492)
H (1.26441, -6.48406, 8.27100)
H (1.22406, -7.85033, 7.13973)
H (2.15536, -6.39788, 6.75300)
H (-0.88762, -6.56099, 7.00414)
H (-0.01043, -6.41705, 5.48217)
H (1.42443, -1.99755, 4.42582)
H (2.50224, -1.97139, 5.83405)
H (1.13280, -0.84851, 5.73136)

Computed properties:
Energy above the lowest of the compared OMol25 structures with the same formula, charge and spin   0.165 eV
Molar mass   593.8 u
HOMO level   -5.133 eV
E_LUMO   2.31 eV
Charge   -1
Orbital gap   7.4 eV



# 6
Entry from the OMol25 dataset: a structure of composition C18H27CoF5GeO3S (wB97M-V/def2-TZVPD).

Atoms and positions in Å:
Co (0.84634, -0.49111, 0.45868)
C (-1.69860, -0.23001, -2.83638)
C (-0.77719, 0.66634, -2.02418)
C (0.51873, 0.92566, -2.76398)
C (-1.46229, 1.95881, -1.62375)
O (-0.49654, -0.09041, -0.77776)
Ge (-1.63756, -1.29429, 0.29892)
O (0.08651, -2.19565, 0.32556)
C (0.46746, -3.51362, -0.21625)
C (-0.24559, -4.53221, 0.65609)
C (1.97627, -3.62092, -0.08149)
C (0.02256, -3.58595, -1.66657)
O (-0.58492, -0.33952, 1.61723)
C (-0.95094, 0.67931, 2.62895)
C (-0.36892, 0.21146, 3.95052)
C (-2.47041, 0.72773, 2.66057)
C (-0.34993, 1.99690, 2.17000)
H (-1.93936, 0.25240, -3.78259)
H (-1.22589, -1.18503, -3.05496)
H (-2.63932, -0.39848, -2.30946)
H (0.29742, 1.35203, -3.74102)
H (1.13264, 1.64716, -2.23234)
H (1.07393, 0.00338, -2.93532)
H (-1.75909, 2.51137, -2.51482)
H (-2.36220, 1.75427, -1.04259)
H (-0.79366, 2.59216, -1.04413)
H (0.04283, -4.42275, 1.69964)
H (-1.32843, -4.42537, 0.56952)
H (0.01684, -5.53705, 0.32545)
H (2.27789, -3.58509, 0.96536)
H (2.31580, -4.56904, -0.49616)
H (2.47050, -2.82426, -0.64145)
H (-1.05878, -3.45015, -1.74871)
H (0.52454, -2.82589, -2.26592)
H (0.26195, -4.56254, -2.08530)
H (-0.78003, -0.75320, 4.23980)
H (0.71700, 0.12927, 3.89349)
H (-0.60914, 0.93425, 4.72924)
H (-2.88689, -0.24535, 2.92661)
H (-2.80601, 1.44333, 3.41222)
H (-2.87358, 1.05086, 1.69756)
H (0.74133, 1.91839, 2.10504)
H (-0.74552, 2.28893, 1.20015)
H (-0.58031, 2.78381, 2.88803)
F (6.77083, -0.14636, 3.40338)
C (5.83546, -0.06857, 2.50972)
C (6.08199, 0.59880, 1.30517)
F (7.26072, 1.13179, 1.09785)
C (5.08433, 0.68710, 0.34929)
F (5.31171, 1.30176, -0.77837)
C (3.80706, 0.09418, 0.58202)
S (2.59253, 0.14240, -0.59297)
C (3.61136, -0.55612, 1.81710)
F (2.36856, -1.07476, 2.02687)
C (4.57776, -0.65586, 2.78039)
F (4.36544, -1.25909, 3.92710)

Computed properties:
Molar mass   550.0 u
<S²>   1.20
HOMO level (spin up / spin down)   -16.068 / -16.093 eV
E_LUMO (spin up / spin down)   -9.05 / -10.47 eV
Multiplicity   2
Charge   +2
Orbital gap (spin up / spin down)   7.0 / 5.6 eV